# 1
Molecular formula: C2H8S3
Method: DFT, wB97M-V/def2-TZVPD

The value obtained for the total energy is -34708.9938 eV. The calculation puts the HOMO energy at -8.514 eV. The energy above the lowest of the compared OMol25 structures with the same formula, charge and spin is 9.3 kcal per mole. The SMILES is CSS.CS.

Geometry as ORCA input:
```
! wB97M-V def2-TZVPD RIJCOSX def2/J DEFGRID3
* xyz 0 1
C -1.90232 0.18677 -1.25120
S -1.82138 1.67894 -0.18745
H -2.69308 0.41621 -1.96569
H -2.20023 -0.68506 -0.66816
H -0.94376 0.03128 -1.74602
H -1.15534 1.10061 0.81995
C 1.81646 0.44065 0.65207
S 0.74911 -0.42554 1.87725
S 0.49933 -2.27054 0.90199
H 1.42749 0.27042 -0.34114
H 1.82027 1.47558 0.99073
H 2.78239 -0.04071 0.73958
H 1.62105 -2.17862 0.17808
*
```



# 2
Molecular formula: C27H27NO2
Method: DFT, wB97M-V/def2-TZVPD

The value obtained for the total energy is -34019.6134 eV. The calculation puts the HOMO energy at -6.254 eV. The energy above the lowest of the compared OMol25 structures with the same formula, charge and spin is 31.4 kcal per mole.

Geometry as ORCA input:
```
! wB97M-V def2-TZVPD RIJCOSX def2/J DEFGRID3
* xyz 0 1
C -4.47891 2.06687 1.52206
C -3.51204 0.94095 1.84903
N -2.89916 0.43955 0.61372
C -1.74669 -0.23855 0.69425
C -0.96484 -0.62313 -0.40089
C 0.19184 -1.38819 -0.25558
C 0.77197 -2.15623 -1.34222
C 1.39648 -3.40772 -1.11318
C 1.97982 -4.11610 -2.15670
C 1.94190 -3.60264 -3.46085
C 1.32970 -2.36668 -3.70478
C 0.74373 -1.65203 -2.66225
C -3.58021 0.63106 -0.66181
C -5.08486 0.75212 -0.43566
O -5.47723 1.68444 0.57371
H -5.05774 2.34481 2.41851
H -3.92225 2.95088 1.15160
H -2.72098 1.30284 2.51960
H -4.06071 0.12559 2.35563
H -1.41736 -0.48965 1.70755
H -1.25661 -0.29488 -1.40376
H 0.49803 -1.65946 0.75795
H 1.40277 -3.81165 -0.09720
H 2.44665 -5.08412 -1.95979
H 2.37822 -4.17023 -4.28378
H 1.28849 -1.96362 -4.71766
H 0.27493 -0.68138 -2.84137
H -3.21137 1.53947 -1.17182
H -3.39130 -0.23015 -1.31103
H -5.58604 1.12206 -1.34451
H -5.49760 -0.24081 -0.17409
C 4.84266 -2.68673 0.35457
C 3.87477 -2.60181 1.36473
C 3.00172 -1.52532 1.39403
C 3.02601 -0.55159 0.36066
C 1.99794 0.42255 0.23564
C 1.24923 0.90199 1.35754
C 0.50349 2.20487 1.19893
C -0.32212 2.60958 2.25857
C -1.08687 3.77050 2.16086
C -1.02414 4.55303 0.99806
C -0.19175 4.16641 -0.05770
C 0.54991 2.98846 0.03628
O 1.09289 0.26305 2.42297
C 4.03643 -0.63262 -0.63625
C 4.93378 -1.68941 -0.62911
H 5.53323 -3.52853 0.34491
H 3.79701 -3.35960 2.14566
H 2.26211 -1.41074 2.18425
H 1.98451 0.98711 -0.69298
H -0.35421 2.00479 3.16657
H -1.72695 4.05684 2.99759
H -1.62541 5.45793 0.91440
H -0.11207 4.77024 -0.96411
H 1.18727 2.68488 -0.79373
H 4.07767 0.15495 -1.39596
H 5.71428 -1.73424 -1.39106
*
```



# 3
Molecular formula: C12H21NPbSi
Method: DFT, wB97M-V/def2-TZVPD

The value obtained for the total energy is -27389.7563 eV. The calculation puts the HOMO energy (alpha / beta) at -6.442 / -6.451 eV. The energy above the lowest of the compared OMol25 structures with the same formula, charge and spin is 68.3 kcal per mole.

Geometry as ORCA input:
```
! wB97M-V def2-TZVPD RIJCOSX def2/J DEFGRID3
* xyz 0 1
C -0.79701 1.99631 -2.78258
C 0.31768 2.75615 -2.26122
C 0.06447 3.01595 -0.84987
C -1.22320 2.41366 -0.51502
C -1.74172 1.78226 -1.71265
Pb 0.44854 0.61332 -0.93186
C 2.69477 0.61567 -1.44930
C 2.25827 0.10675 -2.63378
C 2.16443 -0.32410 -3.86560
N -0.15311 -1.12469 -1.92917
H 0.72490 3.55399 -0.16146
H 1.21182 3.05938 -2.81835
H -1.67948 2.39878 0.48298
H -2.67276 1.20316 -1.77790
H -0.88585 1.62510 -3.81269
H 2.83717 1.70214 -1.32219
H -0.41707 -1.91959 -2.56751
H 2.99197 -0.04195 -0.61426
H 3.03757 -0.39799 -4.52751
H 1.19523 -0.62218 -4.29207
C 0.78349 -1.46977 3.67250
Si -0.56314 -1.20422 2.44034
C -1.37906 -2.87550 2.09725
C -1.85271 -0.02249 3.04020
C 0.19203 -0.72662 0.84835
H 0.34657 -1.86306 4.59226
H 1.28049 -0.51888 3.87494
H 1.51039 -2.18572 3.28085
H -1.80514 -3.27051 3.02465
H -2.18183 -2.78525 1.35518
H -0.63985 -3.59292 1.71965
H -1.39745 0.95117 3.24969
H -2.66078 0.10163 2.31019
H -2.27823 -0.42173 3.96860
H 0.99509 -1.44179 0.57240
H -0.72650 -1.08643 0.29498
*
```



Among the records above, which one has the lowest energy above the lowest of the compared OMol25 structures with the same formula, charge and spin?
C2H8S3